The following is a DFT calculation (ωB97M-V/def2-TZVPD) of C23H28HgIN7O5PS2 as an isolated structure at a distorted geometry.

```
! RIJCOSX wB97M-V def2-TZVPD def2/J DEFGRID3
* xyz -2 2
Hg -2.12091 -0.08352 1.14126
O -3.74374 1.87843 4.07324
S -3.50703 2.20389 2.68930
O -3.43186 3.63384 2.46627
O -2.03726 1.62892 2.32632
O -4.40861 1.48367 1.72854
C 2.02398 2.28548 0.34543
P 3.22992 1.70789 -0.83773
C 4.36732 3.08530 -1.19403
C 2.33889 1.46138 -2.40128
O 4.04415 0.53817 -0.48068
H 1.52413 3.18740 -0.07774
H 2.52221 2.56619 1.27605
H 1.28430 1.51089 0.54227
H 3.94699 3.58830 -2.08523
H 5.30148 2.63258 -1.51063
H 4.49198 3.79156 -0.37176
H 3.02216 1.00449 -3.15210
H 1.96771 2.38045 -2.86162
H 1.42261 0.82055 -2.26489
I 2.32199 1.32382 6.29503
C 2.20942 0.36175 4.45581
C 2.57269 -0.93261 4.11589
N 2.13693 -1.17930 2.86861
N 1.50482 -0.12052 2.36387
C 1.51667 0.80336 3.27671
H 3.06926 -1.72468 4.66716
H 2.06544 -2.10331 2.42469
H 0.93978 1.71295 3.14160
N -3.74040 5.60925 -2.84801
C -3.71498 4.21534 -2.89597
C -3.01162 3.52594 -3.86936
C -2.96488 2.13828 -3.84498
N -3.48127 1.40096 -2.86755
C -4.14660 2.08673 -1.93177
C -4.36864 3.45300 -1.94746
H -2.99084 6.08098 -3.33689
H -3.68497 5.95224 -1.90387
H -2.55910 4.08849 -4.67221
H -2.36293 1.60969 -4.58872
H -4.57256 1.55125 -1.09797
H -4.85260 3.89486 -1.04178
S -0.84185 -2.80109 3.50364
C 0.14297 -4.03192 2.94757
N -0.27920 -5.36053 3.21645
C 0.44591 -6.50336 2.83763
C 1.63395 -6.25985 2.19213
C 1.99314 -4.94721 1.94898
N 1.29684 -3.81206 2.30572
H -1.12623 -5.49508 3.70318
H -0.02355 -7.43795 3.05438
H 2.26758 -7.05590 1.88427
H 2.94357 -4.77410 1.44307
C -2.46876 -1.57311 -0.26357
C -1.25078 -1.72985 -1.06465
C -1.13690 -1.33630 -2.40764
C 0.04198 -1.41460 -3.09185
C 1.16609 -1.93848 -2.49321
C 1.10227 -2.29825 -1.14851
C -0.07994 -2.20699 -0.47305
C 2.47282 -1.80304 -3.10752
N 3.51733 -1.53296 -3.52925
H -2.63811 -2.46212 0.34893
H -3.32725 -1.32800 -0.87011
H -1.95799 -0.81421 -2.90550
H 0.05743 -0.99858 -4.12022
H 1.96390 -2.70249 -0.58658
H -0.03926 -2.43628 0.56183
*
```

Values from the calculation:
M, g mol⁻¹: 905.1
Energy relative to the best compared isomer or geometry (same formula, charge and spin), kcal/mol: 6.8
Orbital gap (spin up / spin down), hartree: 0.16791 / 0.23645
Highest occupied orbital energy (spin up / spin down), eV: -0.75 / -2.62

***

The following is a DFT calculation (ωB97M-V/def2-TZVPD) of a 2-piece molecular cluster, C3H13N2OS overall at a distorted geometry.

```
! RIJCOSX wB97M-V def2-TZVPD def2/J DEFGRID3
* xyz 1 1
N -0.77212 -0.64490 0.46824
C 0.26176 0.28382 -0.14300
C -0.33179 0.88626 -1.39339
S -0.06256 -0.28027 -2.79098
C 0.71041 1.27561 0.94814
N -0.15808 1.21883 2.12020
H -0.43585 -1.59427 0.70690
H -1.06721 -0.19311 1.35245
H -1.58646 -0.80754 -0.12403
H 1.02188 -0.45657 -0.37354
H -1.40797 1.06525 -1.31726
H 0.09739 1.86350 -1.60585
H -0.01723 0.65521 -3.74655
H 0.88821 2.26045 0.56205
H 1.71918 0.97674 1.22020
H -0.78173 2.01690 2.14817
H 0.33881 1.25042 2.97587
H 0.40993 -3.02282 -1.06607
H 0.51805 -3.82636 0.19046
O 0.65542 -2.92714 -0.13201
*
```

Values from the calculation:
M, g mol⁻¹: 125.2
Energy relative to the best compared isomer or geometry (same formula, charge and spin), kcal/mol: 8.0
Orbital gap, hartree: 0.36766
Highest occupied orbital energy, eV: -12.95

***

The following is a DFT calculation (ωB97M-V/def2-TZVPD) of C18H16N5OPtS as an isolated structure.

```
! RIJCOSX wB97M-V def2-TZVPD def2/J DEFGRID3
* xyz 0 2
Pt -0.18604 2.04138 -1.97982
N -3.86702 3.06671 -0.01212
C -2.75440 2.53954 -0.58892
S -1.95228 3.49976 -1.78249
N -2.43554 1.32559 -0.13346
N -1.28509 0.86940 -0.68712
C -0.89270 -0.34702 -0.49599
C -1.61969 -1.35236 0.31529
C -1.98487 -2.57195 -0.24699
C -2.66373 -3.52031 0.50510
C -2.97815 -3.25642 1.82968
C -2.61788 -2.04085 2.39695
C -1.94693 -1.09141 1.64340
C 0.38859 -0.70546 -1.17469
C 1.06771 -1.88959 -0.91170
C 2.24018 -2.16094 -1.59817
C 2.71493 -1.24638 -2.52545
C 2.00556 -0.07283 -2.71760
N 0.87453 0.18915 -2.06508
H -4.29836 3.85247 -0.46598
H -4.46621 2.42046 0.47407
H -1.74560 -2.77439 -1.28430
H -2.94954 -4.46104 0.05281
H -3.50709 -3.99412 2.41927
H -2.86636 -1.82817 3.42873
H -1.68312 -0.13513 2.07472
H 0.68085 -2.57905 -0.17613
H 2.77699 -3.08087 -1.40574
H 3.61865 -1.42740 -3.09018
H 2.34166 0.69607 -3.39880
O 2.34738 2.74283 -1.41841
N 2.44847 2.24010 -0.23924
C 1.57676 2.61669 0.73004
C 1.62230 2.04153 1.98039
C 2.56362 1.06391 2.26521
C 3.45060 0.69738 1.26646
C 3.38012 1.29476 0.02589
H 0.86316 3.35994 0.40854
H 0.90266 2.36624 2.71871
H 2.60423 0.60013 3.24052
H 4.20674 -0.05745 1.43078
H 4.02489 1.06910 -0.80819
*
```

Values from the calculation:
M, g mol⁻¹: 545.5
Orbital gap (spin up / spin down), hartree: 0.21748 / 0.24713
Highest occupied orbital energy (spin up / spin down), eV: -6.20 / -6.98

***

The following is a DFT calculation (ωB97M-V/def2-TZVPD) of a 15-piece molecular cluster, H30O15 overall at a distorted geometry.

```
! RIJCOSX wB97M-V def2-TZVPD def2/J DEFGRID3
* xyz 0 1
O -0.11416 -2.08102 2.34902
H -0.02428 -1.31717 2.92430
H -0.17646 -2.82526 2.92432
O 0.95092 0.16491 3.29138
H 0.32605 0.68111 2.75668
H 1.03137 0.76132 4.09390
O -3.48765 1.09449 0.65447
H -2.60508 1.44699 0.43125
H -4.08435 1.68381 0.15300
O -0.63905 -1.48051 -4.04449
H -0.80167 -0.62125 -4.44105
H -0.96631 -1.34785 -3.13543
O 1.82664 1.32080 -2.97396
H 1.79386 0.48845 -2.53624
H 1.48257 1.16915 -3.83457
O -2.02814 -1.92423 -1.80684
H -2.25563 -1.76145 -0.87662
H -2.79784 -1.65965 -2.35747
O 2.50021 -1.81313 0.94161
H 3.20593 -1.57517 1.49829
H 1.71710 -1.42908 1.33610
O 1.86056 -1.34080 -2.23443
H 2.36060 -0.82166 -1.59411
H 1.38932 -1.94656 -1.69504
O 0.41478 -2.96056 -0.69363
H -0.40978 -2.44263 -0.86886
H 0.80430 -2.56768 0.05484
O -1.07185 1.91459 2.32850
H -1.38092 2.35520 1.48554
H -1.20865 2.60109 3.01085
O -2.45121 -1.60231 0.96442
H -2.52328 -0.72394 1.27345
H -1.60704 -1.86817 1.39531
O -1.61859 1.33072 -2.25818
H -2.47942 1.46861 -2.69338
H -1.56745 2.03112 -1.65286
O 3.84204 1.76917 1.57766
H 2.98623 1.88517 1.21879
H 4.47142 2.12416 0.93509
O -0.03304 0.09495 0.29213
H -0.20599 0.13319 -0.65728
H 0.41694 0.90929 0.56887
O 1.10097 2.46787 0.72258
H 1.15134 2.96727 -0.11576
H 0.90468 3.24665 1.28785
*
```

Values from the calculation:
M, g mol⁻¹: 270.2
Energy relative to the best compared isomer or geometry (same formula, charge and spin), kcal/mol: 47.6
Orbital gap, hartree: 0.32948
Highest occupied orbital energy, eV: -10.03

***

The following is a DFT calculation (ωB97M-V/def2-TZVPD) of a 12-piece molecular cluster, C54H66N6O18 overall at a distorted geometry.

```
! RIJCOSX wB97M-V def2-TZVPD def2/J DEFGRID3
* xyz 0 1
O 4.62490 2.35546 -3.67713
C 3.81200 1.96376 -4.47932
C 3.25725 2.69994 -5.67083
C 2.56410 2.13023 -6.63539
C 2.21324 0.68554 -6.55661
O 1.44014 0.17299 -7.34928
C 2.68578 -0.05069 -5.42281
C 3.31265 0.56668 -4.45430
H 3.53291 3.74674 -5.79099
H 2.19686 2.75568 -7.44255
H 2.46931 -1.10134 -5.43986
H 3.57516 0.01811 -3.54724
O -1.29970 -0.36026 -4.68877
C -1.84034 -1.44142 -4.76552
C -1.70163 -2.42361 -5.85692
C -2.38032 -3.59347 -5.85308
C -3.25238 -3.96601 -4.71320
O -3.85706 -5.03062 -4.72839
C -3.40406 -3.00508 -3.62796
C -2.82435 -1.82027 -3.66092
H -1.14251 -2.08188 -6.78484
H -2.35871 -4.28091 -6.63695
H -4.12740 -3.37356 -2.93561
H -2.93824 -1.13217 -2.84972
O -3.44231 -6.18061 0.43466
C -2.53008 -5.63269 -0.15432
C -1.70542 -4.53079 0.41040
C -0.72471 -3.95039 -0.29704
C -0.55268 -4.22548 -1.74365
O 0.03722 -3.49890 -2.50764
C -1.35786 -5.38174 -2.28788
C -2.21233 -6.06016 -1.50992
H -1.74121 -4.33425 1.44350
H -0.08857 -3.17657 0.12703
H -1.30267 -5.57086 -3.37054
H -2.90105 -6.83030 -1.82769
O -0.80626 -0.23828 5.33777
C -0.58707 -1.36016 5.65452
C -0.98294 -1.86258 6.96961
C -0.40455 -2.95242 7.44258
C 0.65198 -3.72051 6.66658
O 1.31654 -4.56347 7.26241
C 0.68715 -3.42244 5.20511
C 0.16818 -2.28983 4.74321
H -1.76735 -1.29534 7.55876
H -0.52988 -3.31908 8.45142
H 1.22817 -4.05004 4.52241
H 0.28660 -2.07690 3.68339
O -2.58117 1.25392 -1.33352
C -1.62805 0.84278 -0.70999
C -0.60560 -0.07280 -1.30375
C 0.31821 -0.65337 -0.54374
C 0.37433 -0.57948 0.91585
O 1.00300 -1.36731 1.54111
C -0.46008 0.54795 1.49519
C -1.46151 1.13462 0.79614
H -0.74535 -0.22853 -2.37928
H 0.96946 -1.42704 -0.98320
H -0.40468 0.75979 2.58389
H -2.08754 1.88863 1.29871
O -2.40378 -2.18622 2.50475
C -3.32351 -1.46472 2.13222
C -3.85346 -1.69865 0.74519
C -4.50210 -0.73648 0.14245
C -4.92748 0.51550 0.89508
O -5.43581 1.44091 0.26085
C -4.67300 0.54335 2.35525
C -3.84376 -0.34838 2.90981
H -3.68090 -2.68943 0.31611
H -4.87260 -0.77394 -0.90467
H -5.11260 1.39598 2.89829
H -3.48534 -0.36044 3.93711
C 6.78348 1.11276 4.74971
N 6.80324 0.11877 3.77727
C 5.74115 -0.67956 3.42519
C 4.44139 -0.25270 4.02562
O 5.83789 -1.66284 2.66581
H 6.29326 2.03916 4.42790
H 7.78843 1.41793 4.98772
H 6.27433 0.80727 5.67245
H 7.62834 -0.32977 3.43063
H 4.42515 0.85752 4.25491
H 4.32593 -0.72310 5.00194
H 3.63540 -0.54552 3.34491
C 5.08009 4.26644 -0.62284
N 3.93588 3.44768 -0.21626
C 3.89072 2.77012 0.94061
C 2.61197 2.05403 1.17569
O 4.77593 2.72153 1.78812
H 5.48626 3.71786 -1.47417
H 5.79432 4.28314 0.18571
H 4.80456 5.28904 -0.85339
H 3.12950 3.42251 -0.86110
H 2.78375 0.95446 1.12462
H 1.88180 2.22805 0.40400
H 2.13742 2.31237 2.16541
C 3.40307 -3.81985 -0.84811
N 4.32103 -2.79343 -0.43571
C 4.10965 -1.52722 -0.87937
C 5.17227 -0.53768 -0.51345
O 3.18589 -1.24332 -1.61417
H 3.97066 -4.73813 -1.01475
H 2.84295 -3.52819 -1.75304
H 2.64394 -4.10539 -0.12158
H 5.08870 -3.03652 0.18342
H 5.98207 -0.69971 -1.20820
H 5.46257 -0.55703 0.54452
H 4.58629 0.37927 -0.65055
C -3.52489 3.75978 5.60286
N -2.07918 3.52782 5.65193
C -1.33856 3.13082 4.59891
C 0.11771 2.83060 4.89600
O -1.82619 2.92101 3.48546
H -3.85116 4.78345 5.71397
H -4.10567 3.14331 6.33838
H -3.85667 3.47642 4.59255
H -1.54008 3.91035 6.39700
H 0.33998 2.98657 5.93002
H 0.76998 3.47802 4.35150
H 0.32729 1.81205 4.60299
C -4.39376 1.01871 -4.15554
N -5.37000 1.05154 -3.10461
C -6.69717 1.03030 -3.62673
C -7.70239 1.33919 -2.55901
O -6.85284 0.79056 -4.81759
H -4.40899 0.00054 -4.65225
H -3.39558 1.33112 -3.78829
H -4.63245 1.77896 -4.95165
H -5.22294 1.33614 -2.14154
H -7.55978 0.71062 -1.66417
H -8.68213 1.13529 -2.90099
H -7.65025 2.39944 -2.36471
C -0.40838 4.64170 -0.46303
N -0.57714 4.05604 -1.76384
C 0.37236 3.33933 -2.36373
C 0.07568 2.78823 -3.65661
O 1.41975 3.11638 -1.82445
H -0.67324 5.72446 -0.45861
H 0.66297 4.47385 -0.29837
H -1.01207 4.07217 0.23035
H -1.52147 4.06289 -2.16607
H 0.69716 1.96242 -3.98457
H 0.14327 3.58303 -4.39925
H -0.97562 2.43027 -3.71214
*
```

Values from the calculation:
M, g mol⁻¹: 1087.1
Energy relative to the best compared isomer or geometry (same formula, charge and spin), kcal/mol: 94.7
Orbital gap, hartree: 0.26727
SMILES: O=C1C=CC(=O)C=C1.O=C1C=CC(=O)C=C1.O=C1C=CC(=O)C=C1.O=C1C=CC(=O)C=C1.O=C1C=CC(=O)C=C1.O=C1C=CC(=O)C=C1.CNC(C)=O.CNC(C)=O.CNC(C)=O.CNC(C)=O.CNC(C)=O.CNC(C)=O
Highest occupied orbital energy, eV: -9.06

***

The following is a DFT calculation (ωB97M-V/def2-TZVPD) of a 2-piece molecular cluster, C2H5NSi overall at a distorted geometry.

```
! RIJCOSX wB97M-V def2-TZVPD def2/J DEFGRID3
* xyz 0 1
C 2.24369 2.32335 3.50248
C -0.18115 0.44977 -0.67596
N 1.71166 1.57380 2.75631
Si 0.21127 -0.61995 0.80478
H 0.63429 0.36388 -1.43665
H -1.11326 0.35824 -1.33420
H -0.17813 1.42927 -0.17232
H -0.49647 -1.62713 1.61937
H 1.57775 -0.65545 0.23410
*
```

Values from the calculation:
M, g mol⁻¹: 71.2
Energy relative to the best compared isomer or geometry (same formula, charge and spin), kcal/mol: 108.0
Orbital gap, hartree: 0.20677
Highest occupied orbital energy, eV: -8.48